Record 1
The following is a quantum chemistry calculation of C7H6O as an isolated structure at a distorted geometry, from the OMol25 dataset.

Charge: 0
Orbital gap (Ha): 0.3481
Highest occupied orbital energy (hartree): -0.3332
Energy relative to the best compared isomer or geometry (same formula, charge and spin) (kJ/mol): 721.8
Energy (a.u.): -345.250304

```
14
Properties=species:S:1:pos:R:3:forces:R:3
O 0.191 1.532 -0.245 0.75 1.22 -0.99
C 2.133 -0.094 -0.401 -0.13 1.51 1.90
C -0.441 -0.623 -0.305 1.50 -0.77 -1.64
C -1.943 0.510 0.611 0.76 -0.56 -1.96
C 0.771 0.278 0.150 -0.07 -0.60 -1.24
C -1.726 -0.874 0.248 -4.07 -1.25 2.32
C -1.399 -0.648 -1.362 2.03 1.88 1.65
C -1.023 0.939 -0.352 -1.31 -1.65 -0.32
H 2.484 -0.792 0.329 0.71 -0.27 0.71
H 2.226 -0.627 -1.269 -0.65 -1.05 -2.64
H -2.368 -1.753 0.597 1.52 1.12 -0.71
H 2.807 0.761 -0.484 -0.12 0.01 0.36
H -2.526 1.054 1.275 -0.89 0.77 1.43
H 0.814 0.337 1.208 -0.05 -0.35 1.13
```
Forces are in eV/Å.

Record 2
The following is a quantum chemistry calculation of C16H30MnN2OP2S as an isolated structure at a distorted geometry, from the OMol25 dataset.

Charge: 0
Orbital gap (spin up / spin down) (Ha): 0.2261 / 0.2275
Multiplicity: 4
Highest occupied orbital energy (spin up / spin down) (hartree): -0.2354 / -0.2366
⟨S²⟩: 3.9141
Energy (a.u.): -3044.141254

```
53
Properties=species:S:1:pos:R:3:forces:R:3
Mn 0.227 -0.201 0.319 -2.66 4.18 -4.20
S 0.331 1.988 4.412 0.04 0.18 0.97
P 2.560 -0.291 0.195 -1.01 1.64 -1.04
P -2.581 0.084 0.540 2.45 -0.14 -0.20
O -1.103 -2.347 0.552 2.14 -2.01 2.99
N 0.191 1.084 1.788 0.33 0.16 1.90
N 0.024 0.399 -1.340 -0.15 -1.73 2.53
C -0.011 0.952 -3.651 0.10 3.88 0.86
C -3.022 1.669 -0.227 -0.13 0.03 0.25
C 0.019 2.008 -4.595 -0.08 -3.76 -0.58
C -0.840 -2.554 2.963 -0.58 -1.57 -0.54
C -3.631 -1.133 -0.294 -0.49 0.29 0.13
C 3.260 -1.646 -0.797 -0.02 0.00 0.02
C 0.019 3.747 -2.873 -0.12 -5.97 0.87
C 0.629 -3.849 1.208 -0.54 -0.92 0.59
C 0.259 1.423 2.935 -0.17 -0.49 -2.87
C 0.028 3.306 -4.227 0.04 3.59 1.16
C -0.429 -2.853 1.522 -1.77 3.03 -2.61
C -3.169 0.181 2.252 -0.44 0.13 -0.16
C -0.006 1.328 -2.244 0.25 0.39 -2.22
C -0.002 2.693 -1.831 0.06 1.99 -5.05
C 3.129 1.218 -0.697 0.45 -0.26 0.21
C 3.465 -0.243 1.758 -0.04 -0.23 -0.06
H 2.885 -2.607 -0.437 0.19 0.08 -0.07
H -2.389 2.455 0.209 -0.27 -0.19 -0.12
H -0.797 -1.522 3.325 0.06 -0.10 -0.61
H -4.232 0.433 2.220 -0.05 -0.01 0.44
H -0.020 -0.068 -3.886 -0.01 -1.23 -0.44
H -4.077 1.872 -0.039 -0.05 0.30 -0.16
H 2.628 2.095 -0.275 0.08 -0.20 -0.03
H 4.353 -1.616 -0.722 -0.15 -0.10 -0.06
H -0.076 -4.699 0.981 1.20 0.15 0.05
H 0.897 -0.926 1.185 2.40 -4.23 4.21
H -3.014 -0.782 2.749 -0.13 0.23 -0.11
H -2.816 1.620 -1.302 -0.07 0.00 0.22
H 4.220 1.328 -0.588 -0.29 0.05 -0.10
H -2.602 0.954 2.785 -0.16 -0.15 -0.11
H 2.869 1.152 -1.759 -0.04 -0.04 0.24
H -4.669 -0.762 -0.285 0.17 -0.36 -0.14
H 1.276 -4.091 2.074 -0.42 0.03 -0.52
H 4.540 -0.226 1.548 -0.14 0.01 0.18
H -3.271 -1.250 -1.320 -0.11 0.02 0.14
H 1.228 -3.604 0.329 -0.44 -0.03 0.08
H 0.002 2.962 -0.832 0.00 0.24 1.87
H 3.195 -1.133 2.331 0.16 0.10 0.07
H -1.908 -2.909 2.912 0.84 0.47 0.66
H 0.028 4.726 -2.562 0.02 2.20 0.32
H 3.164 0.644 2.326 0.05 -0.14 -0.12
H 0.037 1.699 -5.667 -0.03 0.56 0.86
H -3.542 -2.092 0.222 -0.12 0.16 -0.12
H 0.045 4.112 -4.975 0.00 -0.55 0.12
H 2.958 -1.521 -1.848 0.03 0.01 0.40
H -0.257 -3.202 3.638 -0.39 0.30 -0.09
```
Forces are in eV/Å.

Record 3
The following is a quantum chemistry calculation of C29H45AsCrPS4 as an isolated structure at a distorted geometry, from the OMol25 dataset.

Charge: -1
Orbital gap (spin up / spin down) (Ha): 0.2106 / 0.2116
Multiplicity: 5
Highest occupied orbital energy (spin up / spin down) (hartree): -0.1346 / -0.1357
Energy relative to the best compared isomer or geometry (same formula, charge and spin) (kJ/mol): 7.0
⟨S²⟩: 6.0567
Energy (a.u.): -6346.567879

```
81
Properties=species:S:1:pos:R:3:forces:R:3
As -3.269 3.057 0.739 -0.03 0.14 0.02
Cr -0.877 1.175 0.049 -0.52 0.33 0.45
S -1.033 3.271 1.004 -0.04 0.09 0.12
S -3.173 0.877 0.198 -0.02 0.06 -0.01
S -4.207 3.308 2.609 0.06 -0.04 -0.10
S -3.937 4.159 -0.934 0.11 -0.11 0.05
P -0.379 0.154 -2.091 0.19 -0.30 0.12
C 1.294 2.329 -2.281 0.17 0.02 -0.04
C -0.086 0.549 3.407 -0.10 -0.09 0.18
C -0.677 2.306 -3.787 0.00 0.11 -0.06
C -0.306 -1.104 1.640 -0.16 0.00 -0.20
C 0.434 1.436 -3.181 -0.02 0.05 -0.12
C 3.865 0.700 1.611 0.12 0.00 0.04
C -1.702 -0.792 -3.012 -0.04 -0.08 -0.03
C 2.609 -2.731 -2.249 -0.08 0.08 0.01
C 2.994 -2.838 -0.921 0.08 -0.10 -0.06
C -0.935 -2.400 1.158 0.11 -0.05 0.09
C -0.247 -3.599 1.833 -0.06 -0.01 0.08
C -0.505 1.099 4.752 0.05 0.08 -0.08
C 2.356 -2.074 0.036 -0.20 0.16 0.07
C 0.950 -1.056 -1.641 -0.15 0.21 0.01
C 1.329 -1.177 -0.293 -0.03 0.01 0.29
C -2.444 -2.477 1.398 -0.03 -0.07 0.10
C 0.386 0.513 5.855 -0.02 -0.06 0.04
C -0.692 -0.575 2.858 -0.19 -0.01 0.09
C 2.688 2.779 0.885 0.03 0.04 0.10
C 2.639 1.246 0.868 -0.01 -0.03 0.04
C -1.312 -1.370 -4.371 -0.11 -0.11 -0.12
C -1.983 0.886 5.063 -0.08 -0.08 0.05
C 1.597 -1.848 -2.591 0.20 -0.10 -0.10
C -2.941 0.101 -3.228 -0.10 -0.12 -0.12
C 1.351 0.913 -4.286 0.04 0.11 -0.23
C 1.371 0.656 1.470 0.23 0.16 -0.12
C 0.703 -0.447 0.896 0.70 -0.66 -0.33
C -2.114 -1.939 -2.075 -0.08 -0.01 -0.09
C 0.948 1.136 2.707 0.04 0.17 0.06
H -2.244 1.425 5.977 0.00 -0.02 -0.05
H -0.790 -4.520 1.599 0.05 0.04 -0.01
H -3.779 -0.570 -3.454 0.03 0.07 -0.01
H 3.425 3.135 0.158 -0.05 -0.03 0.08
H 0.141 0.955 6.825 0.01 -0.02 -0.07
H 4.779 1.152 1.211 -0.08 -0.04 0.04
H 2.193 1.806 -1.948 -0.05 0.01 0.03
H -1.417 2.639 -3.053 0.06 -0.04 0.04
H 1.432 2.017 3.120 -0.04 -0.07 -0.03
H 0.790 -3.730 1.517 -0.05 0.09 0.00
H 3.093 -3.323 -3.016 -0.02 0.01 0.03
H 3.800 0.953 2.674 0.01 -0.02 -0.08
H 1.778 1.783 -4.802 -0.06 -0.10 0.00
H 0.230 -0.570 5.928 0.03 0.08 -0.01
H -1.064 -0.594 -5.095 0.01 0.02 0.03
H 3.959 -0.385 1.527 -0.04 0.08 -0.01
H -0.755 -2.471 0.086 -0.01 -0.03 0.05
H -0.211 3.202 -4.209 -0.03 -0.03 0.00
H -2.202 -0.174 5.241 0.02 0.11 -0.02
H -1.300 -2.644 -1.881 -0.01 0.07 -0.10
H -2.192 -1.897 -4.759 0.07 0.01 -0.03
H 2.636 -2.169 1.079 -0.01 0.00 -0.04
H -2.489 -1.555 -1.124 0.02 0.02 -0.09
H 1.320 -1.762 -3.631 0.01 0.01 0.01
H -1.199 1.796 -4.597 0.06 0.00 0.02
H 3.787 -3.519 -0.631 -0.06 0.04 -0.02
H 1.725 3.238 0.660 -0.01 -0.05 -0.04
H 2.187 0.338 -3.888 -0.03 0.00 0.03
H -2.628 1.255 4.260 0.07 0.01 0.02
H -0.326 2.176 4.705 -0.02 0.07 0.01
H -3.224 0.688 -2.357 0.09 -0.01 0.09
H -2.824 0.769 -4.078 0.00 -0.04 0.01
H -2.852 -3.345 0.867 0.02 0.12 0.02
H -0.498 -2.094 -4.334 -0.04 0.02 0.07
H -2.671 -2.621 2.460 0.05 0.01 -0.09
H 1.447 0.687 5.654 -0.08 0.00 0.00
H -1.520 -1.036 3.383 0.08 0.00 -0.01
H 2.708 0.904 -0.161 -0.02 -0.02 -0.14
H 0.759 2.716 -1.415 -0.15 0.03 0.09
H -2.961 -1.572 1.073 0.05 -0.08 0.02
H 3.001 3.143 1.870 -0.06 -0.03 -0.11
H 0.835 0.312 -5.036 0.01 0.01 0.08
H -0.257 -3.470 2.921 -0.02 -0.03 -0.11
H 1.612 3.202 -2.863 0.03 -0.10 0.03
H -2.929 -2.491 -2.557 0.05 0.03 0.06
```
Forces are in eV/Å.